# 1
101
Properties=species:S:1:pos:R:3:forces:R:3:lowdin_spin:R:1 method="wB97M-V/def2-TZVPD" relative_energy_ev=1.582 homo_energy_ev="-2.04 / -2.04" total_energy_ha=-6769.66379 s_squared=0.79 charge=-2 orbital_gap_ev="6.15 / 5.75" max_force_ha_per_bohr=0.01099 multiplicity=2
Bi -0.418075 -0.153808 -0.865961 0.048 0.530 -0.070 0.0008
C -0.267991 3.985829 -2.602932 0.098 0.000 0.026 0.0000
O 1.112440 4.306420 -2.368964 -0.023 0.062 -0.152 0.0002
C 2.004254 3.386707 -1.925889 -0.235 -0.094 0.111 0.0002
C 3.222483 3.920169 -1.549277 0.227 -0.013 0.100 0.0005
C 4.293232 3.128739 -1.125129 -0.119 0.116 -0.062 0.0001
C 4.131741 1.765469 -1.097697 0.021 -0.109 -0.041 -0.0003
C 2.896470 1.192286 -1.436373 -0.045 -0.144 -0.110 -0.0004
C 2.845307 -0.256279 -1.597154 0.103 0.281 0.134 0.0001
N 1.762202 -0.923219 -1.611651 -0.061 -0.490 -0.201 0.0000
N 1.866394 -2.252293 -2.008619 -0.233 0.182 0.066 0.0000
C 0.683165 -2.693209 -2.352478 -0.153 -0.259 0.038 0.0000
O -0.424458 -2.043762 -2.322443 0.184 0.005 -0.167 0.0001
C 0.627324 -4.121885 -2.814587 0.008 0.122 0.052 0.0000
C 1.699875 -4.988621 -2.616452 0.038 -0.036 -0.032 0.0000
C 1.612527 -6.312947 -3.023519 -0.023 0.068 0.002 0.0000
C 0.455917 -6.780684 -3.638879 -0.021 0.066 0.032 0.0000
C -0.614122 -5.917212 -3.839001 0.044 0.036 0.019 0.0000
C -0.530624 -4.593817 -3.421443 -0.024 -0.081 0.011 0.0000
C 1.771563 1.977916 -1.822192 0.233 -0.164 0.003 -0.0001
O 0.616159 1.432624 -2.137607 0.170 0.065 0.435 0.0000
H -0.761745 4.945606 -2.740168 0.037 0.039 0.009 0.0000
H -0.702333 3.466860 -1.758415 -0.036 0.026 0.028 0.0000
H -0.374040 3.381393 -3.504560 0.000 -0.022 0.010 0.0000
H 3.315227 5.000631 -1.590904 -0.018 -0.065 0.002 0.0000
H 5.230054 3.589070 -0.833344 -0.028 -0.005 -0.023 0.0000
H 4.949878 1.108982 -0.812928 -0.051 0.026 -0.024 0.0000
H 3.772008 -0.799042 -1.789982 0.031 0.052 -0.005 0.0000
H 2.591503 -4.605486 -2.135237 -0.033 -0.011 -0.002 0.0000
H 2.447342 -6.984699 -2.855179 -0.026 0.020 -0.003 0.0000
H 0.384572 -7.817569 -3.946615 0.004 0.011 -0.016 0.0000
H -1.521073 -6.276621 -4.312195 0.022 0.008 0.029 0.0000
H -1.362589 -3.911567 -3.539905 0.014 -0.017 0.003 0.0000
O -5.959318 -3.922171 0.531539 0.095 -0.131 0.178 0.0000
C -4.896330 -3.360026 0.718128 0.233 0.036 0.133 0.0000
S -3.331498 -4.123455 0.445970 -0.041 0.071 0.044 0.0001
C -2.334903 -2.742162 0.896836 0.137 -0.054 -0.082 0.0001
C -2.962981 -1.607972 1.261849 0.184 0.088 0.128 0.0000
S -2.241913 -0.087629 1.694109 -0.200 -0.263 -0.164 0.0002
S -4.724620 -1.699283 1.265213 -0.019 -0.251 0.389 0.0000
S -0.599372 -3.078199 0.766932 -0.055 0.092 -0.096 0.0007
C 0.328558 5.323084 2.820502 -0.019 0.004 0.019 0.0037
S 0.562678 4.165184 1.457543 0.027 -0.042 0.018 0.0051
C 0.447991 2.594527 2.344509 -0.085 0.053 -0.019 0.0377
H -0.655094 5.181928 3.274808 0.047 0.017 0.001 0.0002
H 0.373380 6.324439 2.389149 -0.016 -0.038 0.026 0.0005
H 1.107238 5.226396 3.575957 -0.019 0.016 -0.009 0.0019
H 1.547982 1.023385 3.198718 0.024 -0.123 0.042 0.0314
H 0.154406 1.850283 1.601707 -0.029 0.077 -0.107 0.0003
H -0.382663 2.661080 3.053788 0.036 -0.070 0.006 0.0005
O -2.967238 3.789923 -0.638453 0.076 -0.133 -0.049 0.0000
C -2.795006 2.573619 -0.757077 -0.047 -0.016 0.198 0.0000
O -1.677458 1.961777 -0.651359 -0.063 -0.048 -0.223 0.0002
C -4.030038 1.714214 -1.018839 -0.096 -0.063 -0.022 0.0000
C -5.284140 2.280012 -0.818984 0.010 -0.065 0.014 0.0000
C -6.464789 1.536066 -0.938733 0.071 0.108 0.061 0.0000
C -6.329956 0.209405 -1.260096 -0.321 0.122 -0.019 0.0000
O -7.315668 -0.734475 -1.420612 -0.022 0.013 -0.077 0.0000
C -6.628373 -1.973933 -1.647772 -0.053 0.136 0.088 0.0000
O -5.242507 -1.681279 -1.813260 -0.060 0.006 -0.188 0.0000
C -5.098194 -0.351801 -1.488531 0.239 -0.131 -0.261 0.0000
C -3.937627 0.365991 -1.387203 0.045 0.051 -0.005 0.0000
H -5.311096 3.323835 -0.538514 -0.016 0.010 -0.008 0.0000
H -7.438464 1.977108 -0.765861 0.021 -0.011 0.008 0.0000
H -7.010902 -2.431593 -2.559894 -0.007 0.014 -0.121 0.0000
H -6.767004 -2.632310 -0.789216 -0.051 0.100 -0.133 0.0000
H -2.993031 -0.121522 -1.582240 -0.038 0.039 0.033 0.0001
C -0.016952 -2.275440 6.223786 0.036 -0.006 -0.101 0.0004
C 0.656193 -3.164540 5.392957 -0.011 0.053 -0.020 0.0001
C 0.892080 -2.839586 4.060850 0.025 0.042 0.091 0.0003
C 0.453159 -1.628728 3.526002 -0.093 0.367 0.213 0.0011
C -0.214493 -0.744663 4.375678 0.045 -0.034 0.038 0.0013
C -0.447813 -1.058831 5.711208 0.049 -0.023 -0.066 0.0002
Ge 0.689004 -1.276358 1.571431 -0.091 -0.552 -0.080 0.0011
C 1.737725 2.097253 3.050165 0.034 0.193 -0.019 0.0675
C 2.928094 2.250447 2.157407 -0.110 -0.010 -0.070 0.2244
C 4.043495 2.923369 2.528388 0.029 0.038 0.193 0.0173
C 4.155031 3.499963 3.819038 -0.097 -0.054 -0.017 0.3281
C 3.084374 3.360901 4.740232 0.128 -0.002 -0.128 0.0172
C 1.946855 2.705682 4.400644 -0.012 -0.019 -0.009 0.2194
C 2.445895 -2.237469 1.315647 0.132 -0.017 0.036 0.0001
C 3.595912 -1.478649 1.554219 -0.018 -0.035 0.023 0.0020
C 4.871885 -2.026844 1.467240 -0.076 -0.003 -0.038 0.0001
C 5.027799 -3.364046 1.128845 -0.102 -0.012 0.005 0.0000
C 3.900054 -4.136097 0.873001 0.005 0.077 -0.004 0.0000
C 2.628742 -3.578594 0.961249 0.009 0.092 -0.043 0.0001
H -0.210578 -2.532993 7.259214 0.011 0.002 -0.015 0.0000
H 0.995239 -4.120434 5.779401 -0.013 0.037 -0.011 0.0000
H 1.418712 -3.549173 3.433093 -0.026 0.006 -0.026 0.0000
H -0.596185 0.190854 3.983616 -0.016 -0.044 -0.020 0.0004
H -0.984938 -0.359186 6.343943 0.035 -0.028 -0.038 0.0000
H 2.845079 1.847171 1.152148 0.006 0.039 0.064 0.0106
H 4.854912 3.036795 1.817718 -0.031 -0.017 0.020 -0.0063
H 5.049568 4.040410 4.099798 -0.008 -0.004 0.011 0.0228
H 3.178502 3.785154 5.733838 0.022 0.012 0.004 -0.0064
H 1.145217 2.591405 5.124511 0.005 0.025 -0.043 0.0115
H 3.503138 -0.428358 1.819823 -0.006 0.010 0.003 0.0027
H 5.741442 -1.407607 1.659566 -0.021 0.003 0.012 0.0000
H 6.017777 -3.800400 1.064285 0.003 -0.006 -0.021 0.0000
H 4.008385 -5.179002 0.593993 -0.001 0.012 0.007 0.0000
H 1.772856 -4.206588 0.734845 0.018 0.038 0.040 0.0000

# 2
100
Properties=species:S:1:pos:R:3:forces:R:3:nbo_charge:R:1 method="wB97M-V/def2-TZVPD" homo_energy_ev=-12.02 total_energy_ha=-3178.05385 charge=+2 orbital_gap_ev=3.64 max_force_ha_per_bohr=0.02077
Tl -0.249942 0.040854 0.312229 0.178 -0.205 0.158 0.8387
N 1.222350 -2.791251 0.518312 -0.078 0.301 -0.218 -0.8406
C 0.420296 -3.848187 0.097048 -0.037 -0.264 -0.122 0.2393
C 0.909079 -4.944156 -0.573390 0.026 0.258 0.151 -0.2651
C 0.053589 -5.978348 -0.989595 -0.225 -0.121 -0.006 -0.1592
C -1.284979 -5.940042 -0.713697 0.064 -0.058 -0.078 -0.2132
C -1.828699 -4.818643 -0.051047 0.138 0.188 0.090 -0.0745
C -3.199579 -4.698576 0.261557 0.022 0.073 0.036 -0.1008
C -3.654192 -3.568324 0.884184 -0.139 -0.088 -0.045 -0.2797
C -2.740203 -2.540133 1.163167 0.186 -0.130 -0.060 0.0548
N -1.455441 -2.610422 0.905226 -0.078 0.039 0.160 -0.4893
C -0.980933 -3.746705 0.332660 -0.060 -0.265 -0.194 0.0848
H 0.984018 -2.443757 1.434652 0.102 -0.045 0.056 0.3884
H 2.212585 -2.927598 0.385545 0.020 -0.057 0.114 0.3929
H 1.973920 -5.024052 -0.755815 0.002 -0.003 -0.024 0.2244
H 0.469891 -6.827957 -1.513238 0.026 -0.008 0.021 0.2360
H -1.939916 -6.755563 -0.990358 0.021 -0.006 -0.042 0.2298
H -3.870472 -5.508894 0.004849 -0.029 0.004 0.020 0.2332
H -4.696044 -3.456556 1.153723 0.001 0.022 -0.025 0.2312
H -3.081806 -1.617037 1.610377 -0.125 0.174 0.100 0.1721
C 5.719234 -0.373884 1.877374 0.365 0.171 0.070 -0.2342
N 4.543295 -0.286525 1.031365 -0.385 0.010 0.183 -0.1560
C 3.314095 0.152303 1.330670 0.082 -0.097 -0.192 0.1830
N 2.516255 -0.001470 0.285920 -0.035 0.219 0.045 -0.5758
C 3.337336 -0.542767 -0.653610 -0.021 0.082 0.131 0.1313
N 4.563111 -0.734745 -0.232562 0.205 -0.105 -0.248 -0.2436
C 6.614313 0.847368 1.843229 -0.038 0.056 0.017 -0.0447
C 7.573511 0.986860 2.842458 -0.042 -0.032 -0.024 -0.1917
C 8.467380 2.044316 2.815016 0.070 -0.062 0.017 -0.1896
C 8.412677 2.983780 1.798005 -0.027 0.056 -0.098 -0.1720
C 7.434394 2.867012 0.818406 -0.209 -0.204 0.135 -0.0232
C 6.541381 1.792750 0.836422 0.040 0.054 0.011 -0.2218
C 7.295619 3.867831 -0.228416 0.239 0.637 -0.554 0.4338
N 8.167342 4.686654 -0.727038 0.307 -0.686 0.759 -0.2627
N 7.542560 5.401526 -1.699446 -0.670 0.424 -0.661 -0.2584
C 6.314400 4.993917 -1.746482 0.800 -0.043 0.308 0.4239
O 6.091663 4.016757 -0.832842 -0.365 -0.218 0.071 -0.4222
C 5.207496 5.419843 -2.589233 -0.252 -0.073 -0.040 -0.0225
C 5.417199 5.886585 -3.882684 0.024 -0.020 0.070 -0.1674
C 4.323947 6.212463 -4.667515 0.021 0.092 -0.027 -0.1939
C 3.035677 6.101722 -4.163284 -0.060 0.000 0.050 -0.1881
C 2.827243 5.666633 -2.859506 -0.035 -0.125 -0.017 -0.0525
C 1.423454 5.635176 -2.287099 0.387 0.292 -0.135 -0.2304
N 1.163233 4.488378 -1.428471 -0.304 -0.336 -0.065 -0.1455
C 0.413903 3.407573 -1.673707 0.129 0.104 0.050 0.1927
N 0.414554 2.608206 -0.618388 -0.145 -0.025 -0.064 -0.5859
C 1.209241 3.270539 0.264031 -0.114 -0.007 -0.217 0.1250
N 1.671477 4.408025 -0.189794 0.092 0.236 0.276 -0.2489
C 3.917403 5.317490 -2.078217 0.031 0.029 -0.066 -0.2178
H 6.286930 -1.238057 1.532252 -0.130 -0.072 0.036 0.2519
H 5.388647 -0.556599 2.899904 -0.025 -0.078 -0.038 0.2229
H 3.033546 0.558179 2.289287 0.104 -0.013 0.045 0.2151
H 3.019724 -0.800159 -1.649954 0.020 -0.021 -0.020 0.2181
H 7.627385 0.255519 3.640611 0.021 0.009 0.017 0.2173
H 9.211845 2.134227 3.593991 0.017 0.015 -0.010 0.2327
H 9.111610 3.807762 1.757486 -0.021 0.030 0.025 0.2452
H 5.811772 1.705023 0.041737 -0.023 -0.016 0.017 0.2245
H 6.426527 5.978015 -4.259631 0.002 -0.027 -0.025 0.2443
H 4.473759 6.555240 -5.682040 0.006 0.013 0.001 0.2328
H 2.190301 6.368119 -4.786727 0.003 -0.005 -0.020 0.2158
H 0.691379 5.620536 -3.092711 -0.051 -0.018 0.054 0.2248
H 1.263098 6.529676 -1.683097 -0.128 -0.062 0.005 0.2426
H -0.106167 3.236129 -2.602144 0.048 0.038 -0.050 0.2226
H 1.441027 2.905988 1.251930 0.078 0.004 0.003 0.2015
H 3.774110 4.980140 -1.062739 0.034 -0.005 0.026 0.2384
F -4.885304 -0.539768 5.052247 -0.091 -0.085 0.124 -0.2351
C -4.245207 0.192749 4.196032 0.187 0.168 -0.293 0.5967
C -3.004819 0.728049 4.569883 0.316 0.104 0.191 -0.3012
C -2.330118 1.497299 3.671045 0.021 -0.043 0.163 -0.0281
C -2.860277 1.724457 2.360178 0.150 0.203 -0.283 -0.2076
C -2.186347 2.485948 1.445747 -0.606 0.240 0.599 -0.0351
C -4.129839 1.151448 2.025977 -0.151 -0.164 -0.037 -0.0311
C -4.818453 0.406596 2.936483 -0.277 -0.016 -0.273 -0.3125
H -2.615112 0.523286 5.557710 -0.049 0.020 0.022 0.2748
H -1.381906 1.947972 3.935847 0.017 -0.040 0.018 0.2446
H -1.296577 3.044007 1.709694 0.173 -0.215 -0.064 0.2319
H -2.625451 2.688802 0.477615 0.113 -0.135 -0.101 0.2263
H -4.543937 1.314549 1.037040 0.007 -0.003 -0.013 0.2504
H -5.785791 -0.023014 2.707436 -0.027 -0.028 0.026 0.2828
S -6.433255 0.051581 -3.335475 0.044 -0.012 0.328 0.2981
C -4.757738 0.045322 -2.708564 -0.077 -0.060 -0.167 -0.1178
C -4.100649 -1.157233 -2.484193 0.020 0.140 -0.014 -0.2474
C -2.827848 -1.123375 -1.938572 0.009 -0.132 0.030 0.0572
N -2.200520 0.011026 -1.628148 0.147 -0.010 -0.060 -0.5080
C -2.820225 1.161707 -1.892120 -0.019 0.006 -0.008 -0.0008
C -4.095347 1.233920 -2.424781 0.052 -0.002 0.031 -0.2109
C -7.166131 -0.191627 -1.708917 0.054 0.028 -0.386 -0.1203
C -7.223862 0.867752 -0.814331 -0.115 -0.038 0.198 -0.2797
C -7.762208 0.624861 0.442864 0.182 0.003 -0.300 0.0217
N -8.213256 -0.567158 0.813107 -0.121 -0.092 0.495 -0.4113
C -8.184913 -1.564914 -0.059397 0.106 0.050 -0.186 0.0512
C -7.664765 -1.430692 -1.344415 -0.097 0.063 0.137 -0.2589
H -4.577804 -2.095874 -2.728705 0.027 -0.029 0.023 0.2494
H -2.287429 -2.042424 -1.737639 -0.031 -0.005 0.001 0.2151
H -2.258057 2.063981 -1.670223 -0.016 0.016 -0.010 0.1913
H -4.564975 2.190358 -2.609549 -0.001 -0.002 -0.057 0.2355
H -6.882056 1.855230 -1.094020 -0.012 0.014 -0.024 0.2295
H -7.839787 1.419289 1.177776 -0.025 0.039 -0.011 0.2001
H -8.589489 -2.511265 0.280539 0.007 -0.009 -0.032 0.2121
H -7.659943 -2.262683 -2.034563 0.015 -0.002 -0.008 0.2427